1.
Computed, not measured: a structure of composition C29H39AuBN9OS2, with ωB97M-V/def2-TZVPD.

Each line ends with the Mulliken charge.
Atoms and positions in Å:
Au (-0.81973, 0.80496, 0.89366)  0.772
C (0.50252, 2.48127, 3.53899)  -1.401
C (0.58869, 3.16125, 2.21843)  0.554
C (0.99250, 4.46493, 1.91245)  -1.411
C (0.87632, 4.57308, 0.54988)  0.091
N (0.42457, 3.40610, 0.04582)  1.155
N (0.26360, 2.54316, 1.08707)  -0.353
B (0.16654, 2.80457, -1.33125)  -0.680
N (1.03048, 1.49699, -1.33957)  1.538
C (1.00112, 0.46213, -2.13446)  0.175
C (2.15198, -0.32192, -1.85855)  -1.466
C (2.86458, 0.43786, -0.85809)  0.964
C (4.19025, 0.13416, -0.25880)  -1.483
N (2.19413, 1.50409, -0.54268)  -1.130
N (-1.33311, 2.49037, -1.50102)  1.855
C (-2.22756, 2.86401, -2.44948)  -0.199
C (-3.49643, 2.68818, -1.96367)  -1.367
C (-3.33517, 2.19687, -0.65646)  0.238
C (-4.37383, 1.89377, 0.36407)  -1.194
N (-2.03561, 2.09804, -0.40132)  -0.925
N (0.62276, 3.66638, -2.57681)  0.809
C (1.16566, 4.97114, -2.72123)  -0.086
C (1.35271, 5.20558, -4.03321)  -1.024
C (0.92659, 4.01284, -4.68054)  0.676
C (0.90431, 3.68947, -6.10024)  -1.185
N (0.49602, 3.10353, -3.72104)  -1.017
H (0.77085, 3.17058, 4.33559)  0.418
H (1.18794, 1.63344, 3.57954)  0.258
H (-0.50995, 2.12278, 3.73274)  0.313
H (1.31748, 5.22300, 2.60109)  0.514
H (1.07785, 5.43396, -0.05659)  0.493
H (0.19701, 0.29065, -2.83091)  0.649
H (2.45372, -1.23677, -2.33961)  0.575
H (4.54281, -0.85456, -0.54247)  0.444
H (4.14232, 0.21166, 0.82648)  0.370
H (4.92422, 0.86405, -0.60276)  0.371
H (-1.91532, 3.22349, -3.41261)  0.596
H (-4.42218, 2.90468, -2.46513)  0.532
H (-5.13153, 1.21934, -0.03355)  0.376
H (-4.88239, 2.81666, 0.64689)  0.399
H (-3.93743, 1.45890, 1.26134)  0.153
H (1.37454, 5.59956, -1.87877)  0.418
H (1.74927, 6.08647, -4.50425)  0.513
H (1.26626, 4.50974, -6.71189)  0.395
H (-0.11381, 3.41877, -6.40652)  0.341
H (1.50258, 2.78942, -6.28678)  0.336
S (-3.97669, -2.46397, 0.48467)  -0.108
C (-2.98157, -1.14519, 0.10752)  -0.467
N (-2.07430, -0.84493, 1.00017)  0.349
C (-2.12729, -1.70028, 2.09787)  -0.493
C (-1.30399, -1.65725, 3.22424)  -0.757
C (-1.51563, -2.59070, 4.21369)  -0.750
C (-2.52836, -3.55732, 4.09738)  -0.647
C (-3.34498, -3.60889, 2.98891)  -0.537
C (-3.12683, -2.66696, 1.98265)  1.127
H (-3.09583, -0.59471, -0.81366)  0.507
H (-0.53039, -0.90415, 3.31831)  0.504
H (-0.89790, -2.57937, 5.10049)  0.493
H (-2.67858, -4.26646, 4.89839)  0.456
H (-4.13082, -4.34537, 2.90508)  0.510
C (2.68741, -3.24834, 2.94689)  -1.032
C (2.69549, -4.04525, 1.65098)  -0.437
C (2.40000, -3.18556, 0.42845)  -0.707
S (0.70236, -2.54044, 0.47478)  0.476
O (0.78570, -1.05560, 0.09469)  -0.077
C (0.00104, -3.36348, -0.96873)  -0.766
C (-0.11583, -4.87158, -0.77016)  -0.647
C (-1.02351, -5.26211, 0.38985)  -0.915
H (2.85261, -3.90038, 3.80179)  0.420
H (1.73234, -2.73825, 3.09917)  0.141
H (3.47741, -2.49628, 2.94658)  0.298
H (1.98348, -4.87220, 1.70371)  0.242
H (3.67555, -4.50158, 1.49992)  0.466
H (2.52383, -3.72906, -0.50785)  0.602
H (3.01435, -2.28263, 0.41378)  -0.042
H (0.63436, -3.09260, -1.81714)  0.458
H (-0.98263, -2.90568, -1.09976)  0.419
H (0.87509, -5.31152, -0.64106)  0.239
H (-0.50884, -5.28605, -1.70045)  0.456
H (-0.60647, -4.97718, 1.35782)  0.254
H (-1.17689, -6.33885, 0.40337)  0.453
H (-2.00177, -4.78852, 0.29386)  0.143

Values from the calculation:
**Maximum force**: 0.70 eV/Å
**Molar mass**: 801.61 g mol⁻¹
**E_tot**: -2652.4676 a.u.
**Total charge**: +3
**2S+1**: 4
**HOMO-LUMO gap (alpha / beta)**: 0.3258 / 0.1777 hartree



2.
Computed, not measured: a structure of composition C29H39BInN6S2SeTe, with ωB97M-V/def2-TZVPD.

Each line ends with the Mulliken charge.
Atoms and positions in Å:
In (0.85890, 1.45630, 0.86149)  0.754
C (1.21154, 3.76650, -2.25838)  -0.713
N (2.43939, 3.91865, -1.52283)  0.363
C (3.70374, 4.00605, -2.03770)  -0.396
C (4.54595, 4.19376, -0.98668)  -0.482
N (3.81004, 4.22046, 0.15716)  -0.083
B (4.30975, 4.51534, 1.59169)  0.423
N (4.06683, 3.27709, 2.51954)  0.502
C (4.23362, 3.38991, 3.86695)  -0.616
C (4.10141, 2.16122, 4.42933)  -0.408
N (3.84479, 1.28694, 3.41298)  0.187
C (3.69048, -0.13792, 3.53993)  -0.716
C (3.82429, 1.99267, 2.25391)  -0.352
S (3.52726, 1.23094, 0.74169)  -0.257
C (2.53247, 4.05605, -0.18065)  -0.399
S (1.19112, 4.07505, 0.87896)  -0.372
H (1.42531, 3.82057, -3.32284)  0.328
H (0.51743, 4.56107, -1.98095)  0.332
H (0.74309, 2.80149, -2.03071)  0.147
H (3.89469, 3.92928, -3.09043)  0.471
H (5.60898, 4.32321, -0.97454)  0.507
H (5.48071, 4.70545, 1.54817)  -0.162
H (3.66773, 5.41565, 2.02882)  -0.085
H (4.43155, 4.33873, 4.32321)  0.500
H (4.17023, 1.83734, 5.44788)  0.443
H (3.87430, -0.41907, 4.57361)  0.318
H (4.39904, -0.65087, 2.88820)  0.364
H (2.68029, -0.44837, 3.25447)  0.132
Te (-1.83952, 2.41211, 1.11772)  0.128
C (-3.87697, 1.78813, 0.82865)  0.076
C (-4.49566, 0.74010, 1.48998)  -0.258
C (-5.86240, 0.55036, 1.36786)  -0.467
C (-6.63115, 1.41562, 0.60527)  -0.587
C (-6.01933, 2.48273, -0.03370)  -0.587
C (-4.65076, 2.66101, 0.07240)  -0.469
H (-3.91023, 0.08579, 2.12009)  0.473
H (-6.33456, -0.27218, 1.88451)  0.420
H (-7.69943, 1.27206, 0.51957)  0.416
H (-6.60415, 3.17488, -0.62317)  0.418
H (-4.18041, 3.50559, -0.41193)  0.380
C (-1.60051, -4.78164, 0.37965)  -0.909
C (-2.09879, -4.32713, 1.74812)  -0.595
C (-1.40675, -3.06358, 2.25216)  -0.659
C (-1.79914, -1.76625, 1.54913)  -0.737
N (-1.39113, -1.65009, 0.16377)  1.514
C (-0.11887, -1.51254, -0.26162)  -1.618
Se (1.35034, -1.48118, 0.83456)  -0.045
N (-0.11403, -1.28482, -1.59378)  1.430
C (1.05096, -1.15367, -2.44111)  -0.926
C (1.25770, -2.37442, -3.34420)  -0.865
C (1.46675, -3.67732, -2.57264)  0.260
C (2.83233, -3.76898, -1.90354)  -1.167
C (-1.42197, -1.24820, -2.03386)  0.732
C (-1.96665, -0.99298, -3.28414)  -1.077
C (-3.34509, -1.01273, -3.38511)  -0.877
C (-4.15188, -1.29556, -2.28348)  -0.927
C (-3.61734, -1.53396, -1.03237)  -0.766
C (-2.23673, -1.48930, -0.91744)  0.640
H (-1.92484, -5.79985, 0.18041)  0.475
H (-0.51158, -4.76021, 0.35379)  0.199
H (-1.98040, -4.15407, -0.42441)  0.109
H (-1.89037, -5.11591, 2.47330)  0.406
H (-3.18168, -4.18657, 1.72084)  0.276
H (-0.32743, -3.20239, 2.17819)  0.215
H (-1.64889, -2.91744, 3.30625)  0.476
H (-1.34220, -0.93163, 2.09915)  0.102
H (-2.88140, -1.65094, 1.56941)  0.162
H (1.92093, -1.01215, -1.79554)  0.296
H (0.92309, -0.25741, -3.05721)  0.360
H (2.13029, -2.17906, -3.96997)  0.502
H (0.39674, -2.48324, -4.00664)  0.377
H (1.35789, -4.50686, -3.27257)  0.430
H (0.68041, -3.78751, -1.82084)  -0.314
H (3.62694, -3.63156, -2.63382)  0.353
H (2.95789, -4.74678, -1.44529)  0.373
H (2.94694, -3.01839, -1.12346)  0.153
H (-1.34039, -0.78571, -4.13649)  0.497
H (-3.80655, -0.81544, -4.33972)  0.465
H (-5.22190, -1.33535, -2.41180)  0.480
H (-4.25300, -1.74690, -0.18721)  0.524

Values from the calculation:
**Maximum force**: 0.97 eV/Å
**Molar mass**: 868.00 g mol⁻¹
**E_tot**: -5137.7255 a.u.
**Total charge**: +1
**HOMO-LUMO gap**: 0.2163 hartree



3.
Computed, not measured: a structure of composition C29H39ClF12O18Si2 in a non-equilibrium geometry, with ωB97M-V/def2-TZVPD.

Each line ends with the Mulliken charge.
Atoms and positions in Å:
C (3.90376, -4.67162, 6.14543)  -1.154
C (4.51092, -3.36112, 5.46063)  0.261
C (4.24619, -2.06183, 6.38729)  0.458
O (3.20657, -2.02565, 7.07414)  -0.549
O (5.11882, -0.94898, 6.45280)  -0.376
C (5.54321, -0.50892, 5.14145)  -0.323
C (4.28147, 0.08986, 4.30097)  -0.634
Si (4.28420, -0.73828, 2.57687)  0.507
O (2.76200, -1.41511, 2.08769)  0.399
Si (3.05666, -2.19559, 0.53448)  -0.117
Cl (3.71461, -0.77240, -0.90827)  -0.325
C (1.30916, -2.78124, -0.07076)  -0.781
C (0.33469, -3.13581, 1.14932)  -0.635
C (-0.40916, -1.87995, 1.80430)  -0.241
O (-0.00482, -0.58688, 1.24640)  -0.288
C (-0.25393, 0.35163, 2.29230)  0.403
C (0.89360, 1.13489, 3.07973)  -0.151
O (-1.45533, 0.51607, 2.61600)  -0.584
C (4.15205, -3.75656, 0.67076)  -0.302
C (5.27374, -3.91229, -0.46931)  -0.445
O (6.63176, -4.02649, 0.06509)  -0.470
C (7.09031, -2.74421, 0.53072)  -0.071
C (8.36304, -2.16771, -0.24224)  0.776
F (8.67471, -3.10217, -1.28206)  -0.311
F (9.51476, -2.09441, 0.58620)  -0.311
C (8.08471, -0.77338, -1.00944)  0.455
F (9.15315, -0.60789, -1.92640)  -0.296
F (6.88580, -0.91485, -1.73097)  -0.237
C (8.11495, 0.46536, 0.00111)  0.654
F (9.44382, 0.98535, -0.02835)  -0.301
F (7.87410, 0.11817, 1.35392)  -0.256
C (7.14470, 1.67816, -0.37583)  0.539
F (7.02222, 1.92138, -1.75350)  -0.253
F (7.74622, 2.85480, 0.18592)  -0.290
H (4.41040, -4.83858, 7.15830)  0.323
H (4.05394, -5.54916, 5.43987)  0.355
H (2.78488, -4.50850, 6.26767)  0.278
H (4.01270, -3.22682, 4.44235)  -0.234
H (5.64983, -3.39564, 5.32151)  0.297
H (6.32502, 0.32942, 5.23818)  0.326
H (6.07082, -1.35662, 4.58924)  0.107
H (3.29710, -0.02710, 4.85692)  0.440
H (4.46792, 1.21467, 4.16383)  0.459
H (4.85501, 0.18703, 1.57752)  -0.367
H (5.23615, -1.87297, 2.65133)  -0.400
H (1.46876, -3.71337, -0.73055)  0.438
H (0.86610, -1.95406, -0.73966)  0.421
H (0.96624, -3.64615, 1.95500)  0.158
H (-0.46305, -3.89428, 0.83045)  0.407
H (-1.54262, -1.99592, 1.66123)  0.310
H (-0.16153, -1.83976, 2.92606)  0.244
H (1.55690, 0.38032, 3.61444)  -0.380
H (1.52396, 1.79206, 2.38969)  0.302
H (0.38144, 1.76617, 3.88409)  0.362
H (3.47086, -4.68125, 0.59781)  0.548
H (4.68209, -3.81990, 1.67912)  0.238
H (5.08082, -4.90941, -1.01141)  0.324
H (5.23774, -3.11397, -1.28630)  0.232
H (6.23106, -2.00686, 0.40326)  -0.196
H (7.25416, -2.84552, 1.66579)  0.270
H (6.16000, 1.54674, 0.17620)  -0.094
C (-4.51305, 0.92278, 1.80120)  0.432
C (-4.88132, 2.34934, 1.54886)  0.356
O (-6.29273, 2.33765, 1.63636)  -0.320
C (-6.59593, 1.32663, 2.50016)  0.695
O (-7.66184, 1.18872, 3.02366)  -0.545
O (-5.53420, 0.49880, 2.69809)  -0.321
F (-4.52958, 2.73095, 0.29527)  -0.263
H (-4.54957, 0.31126, 0.89647)  -0.096
H (-3.52599, 0.82102, 2.25281)  -0.043
H (-4.47358, 3.05552, 2.27798)  0.234
C (-6.86639, -0.16716, -2.11501)  -0.103
C (-7.58228, -1.47834, -2.03909)  0.282
O (-6.56803, -2.37482, -1.62798)  -0.335
C (-5.69760, -1.62800, -0.89427)  0.563
O (-4.86780, -2.08566, -0.16521)  -0.529
O (-5.89166, -0.29303, -1.08636)  -0.275
F (-8.02810, -1.86082, -3.25758)  -0.282
H (-6.36490, -0.01533, -3.07229)  0.006
H (-7.52707, 0.67985, -1.92777)  0.338
H (-8.40612, -1.50078, -1.32003)  0.299
C (-7.00327, 2.56555, -6.56704)  -0.250
C (-6.34393, 1.99398, -5.35252)  0.376
O (-7.40066, 1.31844, -4.69896)  -0.251
C (-8.25556, 0.93557, -5.69300)  0.571
O (-9.11511, 0.11924, -5.55896)  -0.499
O (-8.00118, 1.59510, -6.85658)  -0.332
F (-5.89010, 2.97714, -4.53576)  -0.298
H (-7.47985, 3.52925, -6.37370)  0.054
H (-6.31177, 2.67844, -7.40244)  0.290
H (-5.53511, 1.28967, -5.56852)  0.300
C (-6.07953, 7.91857, -6.38195)  -0.425
C (-7.39055, 7.61766, -5.72711)  0.306
O (-8.06309, 6.83914, -6.69718)  -0.287
C (-7.08357, 6.19875, -7.39343)  0.721
O (-7.27203, 5.25832, -8.10709)  -0.535
O (-5.86097, 6.75608, -7.17094)  -0.303
F (-8.10050, 8.75067, -5.51465)  -0.282
H (-6.12529, 8.79598, -7.03278)  0.287
H (-5.27515, 8.05966, -5.65909)  0.273
H (-7.30869, 7.05214, -4.79444)  0.273

Values from the calculation:
**Maximum force**: 4.24 eV/Å
**Molar mass**: 995.21 g mol⁻¹
**E_tot**: -4720.3631 a.u.
**HOMO-LUMO gap**: 0.3939 hartree



Q: Among the records above, which one has the lowest E_tot?
A: C29H39BInN6S2SeTe



Q: The highest E_tot belongs to which entry?
A: C29H39AuBN9OS2